## one
# C5H15NO2

A cluster of 2 separate species, C5H15NO2 in total (wB97M-V/def2-TZVPD, the Open Molecules 2025 dataset).

Element x y z (Å)
O  1.017  -1.593  2.830
H  1.891  -0.613  -1.873
H  -0.236  0.825  -2.017
H  -0.827  2.878  -0.494
H  -0.969  -1.621  2.499
H  0.264  -1.463  -0.708
N  0.297  0.572  -1.199
H  1.771  -2.017  2.407
H  -2.106  -1.556  -0.249
H  2.005  1.187  -2.211
H  1.007  0.103  1.174
C  -0.067  -1.562  1.889
C  1.724  0.404  -1.515
H  -0.413  2.725  -1.964
H  -2.280  0.257  -0.534
O  -1.018  3.191  -1.377
H  2.271  0.605  -0.594
C  -0.268  -0.545  -0.447
H  -1.938  -0.935  -1.805
H  -0.698  0.449  1.405
C  -1.747  -0.662  -0.764
H  -0.100  -2.509  1.352
C  0.005  -0.294  1.035

**E_HOMO**: -9.04 eV

***

## two
# C5H15NO2

A cluster of 3 separate species, C5H15NO2 in total (wB97M-V/def2-TZVPD, the Open Molecules 2025 dataset).

Element x y z (Å)
C  -1.537  -1.768  -1.442
C  -1.017  -0.971  -0.288
H  -1.114  -1.369  0.719
H  -2.659  2.635  1.573
C  1.436  -1.926  -0.496
H  1.355  -2.517  0.392
H  -2.639  -1.936  -1.304
H  -2.649  1.689  0.253
O  -2.150  2.100  0.965
N  2.250  0.868  -0.679
H  2.375  -1.511  -0.890
H  2.346  1.644  -1.313
H  -1.405  -1.284  -2.414
H  2.785  1.013  0.169
C  0.879  0.486  -0.546
H  1.096  0.908  2.100
H  1.310  -2.656  -1.267
H  -0.036  1.715  1.600
H  0.160  1.301  -0.509
H  -1.515  0.019  -0.286
C  0.476  -0.795  -0.471
H  -1.038  -2.748  -1.596
O  0.260  1.307  2.424

**E_HOMO**: -8.46 eV

***

## three
# C5H15NO2

A cluster of 2 separate species, C5H15NO2 in total (wB97M-V/def2-TZVPD, the Open Molecules 2025 dataset).

Element x y z (Å)
C  -1.155  -0.208  1.280
H  2.917  -0.768  0.287
H  1.258  0.128  0.239
C  -2.684  -0.295  1.518
H  -0.978  0.833  1.225
C  1.744  -1.308  -1.200
H  2.200  -0.934  -2.107
O  0.971  3.455  -0.034
C  -0.503  -1.035  0.117
H  -0.607  -0.696  2.159
H  1.136  4.164  -0.531
H  -0.449  -2.085  0.365
O  2.884  -1.572  -0.352
N  0.389  0.854  -1.427
H  -2.982  -1.122  2.133
H  0.000  0.376  -2.365
H  -3.198  -0.501  0.543
H  1.329  -2.305  -1.552
H  -0.369  1.301  -1.035
H  -2.899  0.594  2.041
H  1.488  2.687  -0.072
C  0.669  -0.354  -0.488
H  -1.162  -1.209  -0.745

**E_HOMO**: -10.05 eV

***

Energies relative to the most stable structure are one 0.0; two 7.8; three 32.6, reported in kcal/mol.

***

## one
# C5H15NO2

A cluster of 2 separate species, C5H15NO2 in total (wB97M-V/def2-TZVPD, the Open Molecules 2025 dataset).

Element x y z (Å)
H  -1.026  -2.777  -1.374
H  1.495  0.293  -1.845
O  -2.095  -0.907  2.466
C  -0.205  1.130  -0.971
H  -0.952  -1.768  0.259
H  0.163  2.507  0.589
H  1.067  -1.479  -0.526
H  -1.141  0.838  -0.482
H  -2.693  -0.831  1.700
H  -2.128  0.020  2.745
C  0.436  0.009  -1.818
H  2.463  -0.604  1.600
H  -0.536  1.927  -1.623
C  1.087  0.739  1.208
H  1.639  2.091  -0.349
O  2.184  -0.095  0.826
H  0.025  -0.014  -2.800
H  -1.699  -1.167  -1.194
N  0.412  -1.342  -1.278
H  1.440  1.392  2.006
H  0.257  0.172  1.592
C  -0.915  -1.841  -0.830
C  0.721  1.707  0.097

**E_HOMO**: -8.16 eV

***

## two
# C5H15NO2

A cluster of 2 separate species, C5H15NO2 in total (wB97M-V/def2-TZVPD, the Open Molecules 2025 dataset).

Element x y z (Å)
C  -0.996  1.222  1.125
C  1.377  1.364  0.197
H  0.611  -1.225  -0.775
H  -0.487  1.288  -2.782
O  1.165  -1.765  -0.114
H  -0.608  0.624  1.944
H  1.578  2.421  0.371
H  -2.001  0.877  0.868
H  -1.060  2.254  1.475
H  1.702  0.810  1.070
H  1.984  1.018  -0.638
H  1.148  -1.684  1.831
H  -1.414  -1.760  0.413
N  0.509  -1.402  1.091
C  -0.092  1.182  -0.077
C  -0.152  0.265  -2.542
H  -0.438  1.918  -0.805
C  -0.764  -2.101  1.216
H  -0.651  -3.188  1.142
H  0.924  0.219  -2.766
O  -0.436  -0.074  -1.217
H  -0.688  -0.425  -3.201
H  -1.212  -1.838  2.175

**E_HOMO**: -8.22 eV

***

## three
# C5H15NO2

A cluster of 2 separate species, C5H15NO2 in total (wB97M-V/def2-TZVPD, the Open Molecules 2025 dataset).

Element x y z (Å)
H  0.129  3.037  -1.041
C  -1.246  -0.429  3.754
C  0.285  1.333  -1.856
O  0.235  2.776  -1.955
N  0.153  0.827  -0.537
H  -1.039  1.306  2.526
H  -1.855  1.228  0.122
H  0.815  1.106  0.153
O  3.599  -3.922  -2.659
C  -0.999  -0.440  1.208
H  2.701  -4.163  -2.903
H  4.075  -4.743  -2.824
H  -0.527  0.908  -2.448
H  -1.044  0.298  4.538
H  -2.558  0.561  2.287
H  -0.342  -1.035  3.668
C  -1.504  0.317  2.426
H  -0.030  -0.916  1.351
H  -2.060  -1.106  3.982
H  -1.544  -0.274  -0.852
H  -1.612  -1.326  1.101
H  1.198  1.011  -2.359
C  -1.180  0.405  -0.090

**E_HOMO**: -8.87 eV

***

## four
# C5H15NO2

A cluster of 3 separate species, C5H15NO2 in total (wB97M-V/def2-TZVPD, the Open Molecules 2025 dataset).

Element x y z (Å)
C  1.145  -0.338  -0.016
C  1.729  -1.788  3.240
O  -5.224  2.857  0.478
H  -3.464  3.071  -2.894
H  0.694  0.526  0.471
C  1.388  -1.351  0.805
H  2.662  0.477  -1.356
H  -4.663  3.717  -2.193
H  -5.147  2.125  -0.148
H  0.996  0.524  -1.969
H  1.927  -2.271  0.633
H  2.683  -1.267  3.273
C  1.862  -1.290  -2.268
C  1.704  -0.047  -1.362
H  2.282  -1.002  -3.229
H  -4.420  2.895  1.015
O  -3.860  3.223  -2.046
N  0.880  -1.305  2.137
H  0.889  -1.744  -2.467
H  0.537  -0.391  2.384
H  1.833  -2.872  3.164
H  2.465  -2.058  -1.777
H  1.102  -1.690  4.125

**E_HOMO**: -7.90 eV

***

Energies relative to the most stable structure are one 3.0; two 54.4; three 0.0; four 8.0, reported in kcal/mol.

***

## one
# C4H14NO5

A cluster of 4 separate species, C4H14NO5 in total (wB97M-V/def2-TZVPD, the Open Molecules 2025 dataset).

Element x y z (Å)
H  0.750  -2.059  1.359
H  -1.304  2.259  -2.037
N  0.260  1.378  -0.975
H  2.242  0.246  1.235
O  0.587  3.589  -1.449
H  -0.821  -2.723  0.119
H  1.827  2.499  -0.280
C  1.139  0.279  1.155
C  -0.922  1.267  -1.806
H  1.651  -0.196  -0.952
C  0.795  0.158  -0.364
H  0.033  -0.614  -0.459
H  -0.704  0.753  -2.745
H  0.808  1.270  1.511
H  -0.970  -0.619  1.824
O  0.560  -0.721  1.906
O  -1.712  -2.456  -0.200
H  -1.891  0.445  1.207
H  -1.987  -1.792  0.456
O  -1.975  -0.442  1.592
H  -1.694  0.713  -1.272
C  0.925  2.544  -0.909
H  1.550  -2.813  0.221
O  0.851  -2.965  0.861

**E_HOMO**: -5.06 eV
**Total charge**: -1

***

## two
# C4H14NO5

A cluster of 4 separate species, C4H14NO5 in total (wB97M-V/def2-TZVPD, the Open Molecules 2025 dataset).

Element x y z (Å)
C  -1.060  -0.981  0.124
H  -2.972  0.765  -0.600
O  -1.593  3.284  -1.168
H  1.558  -2.702  -0.769
H  0.860  0.315  -1.175
O  1.150  -3.209  -1.518
H  -3.376  -0.576  -0.973
H  0.350  -3.367  -0.969
N  0.296  0.967  -0.505
C  -0.043  0.139  0.703
C  1.315  1.970  -0.056
H  -1.913  -1.160  0.737
O  1.733  -1.465  0.344
O  1.684  -0.475  2.362
O  -3.595  0.180  -0.520
H  0.862  3.003  -0.249
H  1.759  1.915  0.920
H  -1.904  3.687  -0.391
H  -1.337  -0.598  -0.908
H  -1.080  2.433  -0.868
H  -0.494  0.762  1.514
C  1.258  -0.777  1.247
H  -0.376  -1.822  -0.054
H  2.149  1.956  -0.783

**E_HOMO**: -4.60 eV
**Total charge**: -1

***

Energies relative to the most stable structure are one 0.0; two 29.8, reported in kcal/mol.

***

## one
# C4H4N2O

An isolated molecule of C4H4N2O (wB97M-V/def2-TZVPD, the Open Molecules 2025 dataset).

Element x y z (Å)
H  0.225  -0.291  2.236
H  -1.429  -1.503  -2.185
N  0.136  1.033  -0.871
C  -0.824  -0.714  -1.634
H  1.128  2.059  1.023
H  -0.317  -2.175  0.235
C  0.218  0.079  0.195
N  -0.294  0.599  -1.951
O  1.003  1.597  1.853
C  0.549  0.433  1.451
C  -0.394  -1.115  -0.352

**E_HOMO**: -9.25 eV

***

## two
# C4H4N2O

A structure of composition C4H4N2O (wB97M-V/def2-TZVPD, the Open Molecules 2025 dataset).

Element x y z (Å)
N  -0.093  1.111  -0.443
H  2.713  -0.244  -0.765
H  0.018  2.029  -0.848
O  2.117  0.505  -0.885
H  -2.134  1.185  0.233
C  -0.784  -0.484  0.855
C  -1.214  0.638  0.214
C  0.626  -0.761  0.596
H  -1.335  -2.336  0.340
C  0.912  0.183  -0.360
N  -0.827  -1.825  1.065

**E_HOMO**: -8.10 eV

***

## three
# C4H4N2O

A structure of composition C4H4N2O (wB97M-V/def2-TZVPD, the Open Molecules 2025 dataset).

Element x y z (Å)
H  -2.148  -0.349  -0.743
C  -0.838  1.031  0.343
C  1.095  -0.327  -0.718
H  1.449  0.237  -1.586
H  -1.564  -0.954  0.892
C  2.034  -0.509  0.376
H  0.283  1.180  0.030
C  -1.410  -0.285  0.050
O  0.040  -1.017  -0.775
N  -1.725  1.644  0.885
N  2.785  -0.652  1.247

**E_HOMO (spin up / spin down)**: -9.76 / -9.06 eV

***

Energies relative to the most stable structure are one 0.0; two 56.1; three 54.7, reported in kcal/mol.